Molecular formula: C9H10Cl2Si
Method: DFT, ωB97M-V/def2-TZVPD

Output
energy relative to the best compared isomer or geometry (same formula, charge and spin) = 126.3 kJ/mol
M = 217.2 g/mol
highest occupied orbital energy = -0.3543 Eh
gap between HOMO and LUMO = 0.3656 Eh
total charge = 0
LUMO = 0.3 eV

Geometry (Å):
C -3.15 -1.31 0.47
C -1.98 -0.86 0.07
C -1.08 -1.88 -0.57
Si -1.52 0.89 0.10
Cl -2.33 2.17 1.90
Cl -2.44 1.63 -1.45
C 0.35 1.29 -0.02
C 1.19 0.48 0.81
C 2.51 0.72 0.92
C 3.06 1.77 0.18
C 2.24 2.57 -0.62
C 0.90 2.33 -0.77
H -3.89 -0.66 0.83
H -3.32 -2.37 0.27
H -1.51 -2.77 -0.83
H -0.11 -2.00 0.05
H -0.69 -1.33 -1.54
H 0.72 -0.36 1.32
H 3.28 0.26 1.52
H 4.10 2.06 0.16
H 2.62 3.35 -1.35
H 0.20 2.99 -1.22

Löwdin atomic charge list, values in e, 5 entries:
1. C 0.0021
2. C -0.5068
3. C -0.1092
4. Si -0.0157
5. Cl 0.0601

***

Molecular formula: C9H10CoNO4S
Method: DFT, ωB97M-V/def2-TZVPD

Output
energy relative to the best compared isomer or geometry (same formula, charge and spin) = 0.0 kJ/mol
M = 287.2 g/mol
highest occupied orbital energy (spin up / spin down) = -0.6114 / -0.6197 Eh
<S²> = 6.01
gap between HOMO and LUMO (spin up / spin down) = 0.3482 / 0.2644 Eh
total charge = +2
LUMO (spin up / spin down) = -7.2 / -9.7 eV
spin multiplicity = 5

Geometry (Å):
Co 2.30 -0.47 -1.88
O 0.94 -0.91 -5.69
C 1.17 -0.75 -4.43
O 2.31 -0.77 -3.93
C -0.03 -0.52 -3.56
C -1.37 -0.45 -3.87
C -2.25 -0.22 -2.81
C -1.79 -0.07 -1.51
C -0.42 -0.15 -1.29
N 0.38 -0.37 -2.31
C 0.36 -0.03 0.02
O -0.21 0.17 1.07
O 1.66 -0.16 -0.13
H 1.76 -1.06 -6.20
H -1.72 -0.57 -4.89
H -3.31 -0.16 -3.02
H -2.47 0.11 -0.68
C -0.73 0.66 4.09
S 1.03 0.53 4.17
C 1.36 0.75 5.90
H -1.17 -0.11 4.73
H -1.01 0.53 3.05
H -1.03 1.64 4.47
H 0.99 1.73 6.21
H 2.44 0.68 6.05
H 0.84 -0.03 6.47

Löwdin atomic charge list, values in e, 5 entries:
1. Co 1.1137
2. O 0.2427
3. C -0.3920
4. O 0.0384
5. C -0.1397

***

Molecular formula: C9H10F15NaO17S5
Method: DFT, ωB97M-V/def2-TZVPD

Output
energy relative to the best compared isomer or geometry (same formula, charge and spin) = 267.8 kJ/mol
M = 858.5 g/mol
highest occupied orbital energy = -0.0368 Eh
gap between HOMO and LUMO = 0.2236 Eh
total charge = -4
LUMO = 5.1 eV

Geometry (Å):
Na -0.17 0.37 0.61
C 4.58 -3.22 5.30
F 5.33 -3.27 4.18
F 3.76 -4.32 5.34
F 5.45 -3.34 6.38
S 3.52 -1.60 5.43
O 4.54 -0.55 5.49
O 2.67 -1.56 4.19
O 2.69 -1.61 6.62
C -3.30 0.55 -6.66
F -2.46 -0.39 -6.96
F -2.63 1.70 -6.85
F -4.41 0.53 -7.41
S -3.82 0.40 -4.73
O -4.42 -1.00 -4.56
O -2.61 0.67 -3.94
O -4.83 1.49 -4.57
C -1.82 -7.52 1.42
F -2.69 -8.44 1.84
F -0.67 -7.66 2.10
F -1.57 -7.77 0.13
S -2.47 -5.70 1.65
O -1.69 -4.80 0.80
O -3.84 -5.89 1.14
O -2.48 -5.40 3.10
C -6.91 2.12 4.07
F -6.26 3.21 4.56
F -6.90 1.01 4.93
F -8.25 2.43 3.92
S -6.12 1.55 2.42
O -4.89 0.79 2.80
O -7.13 0.72 1.84
O -5.96 2.90 1.75
C -1.01 7.05 3.90
F -1.62 7.21 5.11
F -1.90 6.97 2.88
F -0.35 8.12 3.61
S 0.09 5.47 3.87
O 1.28 5.86 4.66
O -0.66 4.41 4.57
O 0.47 5.13 2.48
C 5.87 2.12 -5.15
O 5.36 0.77 -5.16
C 3.90 0.76 -5.06
C 3.31 -0.44 -4.33
O 3.61 -0.41 -2.97
C 3.99 -1.65 -2.44
H 6.85 2.05 -4.68
H 5.33 2.85 -4.54
H 5.90 2.53 -6.16
H 3.59 0.77 -6.10
H 3.51 1.70 -4.66
H 3.76 -1.30 -4.83
H 2.25 -0.58 -4.53
H 4.18 -1.39 -1.40
H 4.89 -2.06 -2.91
H 3.15 -2.35 -2.49

Löwdin atomic charge list, values in e, 5 entries:
1. Na 0.9459
2. C -0.5657
3. F 0.0931
4. F 0.0704
5. F 0.0408

***

Molecular formula: C9H10N
Method: DFT, ωB97M-V/def2-TZVPD

Output
energy relative to the best compared isomer or geometry (same formula, charge and spin) = 425.1 kJ/mol
M = 132.2 g/mol
highest occupied orbital energy (spin up / spin down) = -0.4909 / -0.4909 Eh
gap between HOMO and LUMO (spin up / spin down) = 0.2756 / 0.2756 Eh
total charge = +1
LUMO (spin up / spin down) = -5.9 / -5.9 eV

Geometry (Å):
C -2.68 0.37 -0.08
C -1.94 1.49 0.08
C -2.30 -1.03 -0.19
C -0.50 1.65 0.19
C -1.14 -1.60 -0.07
C 0.13 -2.09 0.05
C 1.30 -1.44 0.26
C 1.45 0.04 0.49
C 2.49 0.67 -0.46
N 0.22 0.67 0.47
H -3.75 0.51 -0.19
H -2.48 2.42 0.05
H -3.15 -1.68 -0.41
H -0.12 2.66 0.04
H 0.19 -3.18 -0.02
H 2.21 -2.01 0.33
H 1.85 0.11 1.52
H 3.39 0.07 -0.48
H 2.74 1.67 -0.12
H 2.09 0.73 -1.47

Löwdin atomic charge list, values in e, 5 entries:
1. C -0.0400
2. C -0.0209
3. C -0.0171
4. C -0.0886
5. C 0.2063